#1
C4H8O2 | ωB97M-V/def2-TZVPD

- Kohn-Sham gap (eV) = 10.345
- charge = 0

Element x y z (Å)
C  -1.5310  1.5683  0.1422
H  0.7317  0.8443  -0.3156
H  -0.2873  0.3354  -1.8527
O  -1.0303  -0.3793  0.5585
C  1.0351  -1.4801  0.8109
H  2.0566  -1.4327  0.4312
H  0.9981  -1.2460  1.8752
H  -1.7762  1.6657  1.2042
H  1.4582  -0.1208  -1.6191
H  -2.3329  1.1652  -0.4955
O  -0.5417  2.1171  -0.3174
C  0.0753  -0.6181  0.0639
C  0.5052  0.0673  -1.1415
H  0.6393  -2.4865  0.6558

Here are the natural (NBO) charges for atoms 1 to 4, given in e: C 0.288; H 0.322; H 0.247; O -0.596


#2
C4H8O2 | ωB97M-V/def2-TZVPD

- Kohn-Sham gap (eV) = 9.903
- charge = 0

Element x y z (Å)
H  0.6275  -1.8134  1.4252
H  0.5077  1.3805  -0.0725
H  -1.2445  -1.5371  -0.6316
H  0.0961  1.6985  1.6749
H  -1.5521  -0.1769  1.5920
H  1.3406  -0.1641  0.1674
C  0.5054  -0.9210  0.7940
O  -0.4214  1.4515  0.8896
C  0.1526  0.0265  -1.4563
C  -0.5002  -0.7970  -0.3293
C  -0.6803  -0.0468  0.9540
H  -0.5598  0.6992  -1.9349
O  1.1492  0.8350  -0.8464
H  0.5792  -0.6350  -2.2261

Here are the natural (NBO) charges for atoms 1 to 4, given in e: H 0.227; H 0.495; H 0.225; H 0.493


#3
C4H8O2 | ωB97M-V/def2-TZVPD

- Kohn-Sham gap (eV) = 10.705
- charge = 0

Element x y z (Å)
O  -0.7188  2.1927  0.7953
C  1.8954  0.0797  -0.5533
H  -2.4880  -0.3697  -0.0336
C  -1.5764  -0.9665  0.0514
C  -0.3948  1.0402  0.9256
H  -0.0432  0.6415  1.9022
C  -0.4017  -0.0229  -0.1670
H  2.8202  -0.4010  -0.2374
H  -0.4888  0.4627  -1.1503
H  -1.6123  -1.7594  -0.7024
H  1.8723  1.0966  -0.1380
H  -1.5617  -1.4403  1.0400
H  1.8676  0.1647  -1.6483
O  0.8289  -0.7120  -0.0763

Here are the natural (NBO) charges for atoms 1 to 4, given in e: O -0.509; C -0.256; H 0.222; C -0.620


#4
C4H8O2 | ωB97M-V/def2-TZVPD

- Kohn-Sham gap (eV) = 10.778
- charge = 0

Element x y z (Å)
C  -1.8214  -0.5416  -0.1462
H  0.1824  -1.1291  -0.8321
H  2.0551  1.1450  -0.5711
H  -0.7455  -0.2255  -2.0319
H  -1.8508  -1.4920  0.3949
H  -1.7916  0.2727  0.5768
C  1.2194  1.0297  0.1303
C  -0.5419  -0.3098  -0.9568
O  -0.0233  0.9523  -0.5175
O  2.6123  -0.6726  1.0909
H  0.7279  -0.4112  1.7719
C  1.5388  -0.1211  1.0679
H  1.1777  1.9371  0.7548
H  -2.7391  -0.4340  -0.7318

Here are the natural (NBO) charges for atoms 1 to 4, given in e: C -0.649; H 0.176; H 0.186; H 0.188


Least stable: #2


#1
C5H10NO2 | ωB97M-V/def2-TZVPD

- Kohn-Sham gap (eV) = 7.883
- charge = -1

Element x y z (Å)
N  2.0543  -1.7412  -1.3662
H  1.0221  2.3906  0.5689
H  -1.6302  -1.1003  -0.3017
O  1.2528  0.2788  -2.1087
C  0.9929  -0.9156  -1.8326
O  -0.1600  -1.3922  -1.8882
H  -3.0126  -0.0292  -0.4557
C  -1.3821  0.5690  0.9308
H  -1.8906  1.3345  1.4420
C  -0.0265  0.6673  0.8134
H  1.8209  -2.7233  -1.2215
H  0.5519  -0.0195  0.1686
H  1.6482  1.4386  2.0195
H  0.2083  2.4863  2.1186
C  -2.2894  -0.4909  0.2650
C  0.7679  1.7730  1.4657
H  -2.9258  -1.1001  0.9939
H  2.9981  -1.4257  -1.6117

Here are the natural (NBO) charges for atoms 1 to 4, given in e: N -0.936; H 0.228; H 0.274; O -0.815


#2
C5H10NO2 | ωB97M-V/def2-TZVPD

- Kohn-Sham gap (eV) = 4.947
- charge = -1

Element x y z (Å)
H  -1.5794  0.2276  1.9411
H  -1.0665  1.4438  -0.8804
H  2.1044  1.3976  -1.3926
C  -1.0443  0.1948  0.9257
N  1.5051  0.8158  -0.7787
C  -0.7759  -1.1270  0.3920
H  -1.0515  -2.0435  1.0207
H  -0.8052  -2.3582  -1.4823
C  -1.5946  1.4129  0.1424
H  0.1539  -0.4138  0.9645
O  3.4919  0.9343  0.4475
H  -1.3703  2.2884  0.7862
H  0.7895  -1.8071  -0.6864
O  1.9293  -0.5506  0.9897
C  -0.2276  -1.5168  -0.9694
H  -2.6803  1.3129  -0.0426
C  2.3400  0.4197  0.2202
H  -0.1187  -0.6310  -1.5975

Here are the natural (NBO) charges for atoms 1 to 4, given in e: H 0.212; H 0.277; H 0.323; C -0.173


#3
C5H10NO2 | ωB97M-V/def2-TZVPD

- Kohn-Sham gap (eV) = 5.957
- charge = -1

Element x y z (Å)
H  0.9959  -1.0626  -0.7045
O  -0.9698  -2.9874  -0.3606
C  1.4545  1.7730  -0.1600
H  -1.2617  0.4584  2.3843
H  0.3297  0.5428  2.2007
C  -0.4866  0.0193  1.7648
N  0.0311  1.7344  0.0259
H  -2.0459  -1.4530  0.5546
C  -1.2770  -1.8220  -0.0877
H  1.8766  1.2904  0.8524
H  -0.3365  2.0255  -0.8155
H  -0.4770  -0.5423  -1.7120
C  -0.1867  -0.8040  -0.5862
H  -1.6405  0.8101  0.1443
H  1.8958  2.8667  -0.0321
O  1.9012  1.3129  -1.2102
H  -0.2306  -0.9441  2.0683
C  -0.6333  0.3776  0.3099

Here are the natural (NBO) charges for atoms 1 to 4, given in e: H 0.299; O -0.562; C 0.185; H 0.200


#4
C5H10NO2 | ωB97M-V/def2-TZVPD

- Kohn-Sham gap (eV) = 6.265
- charge = -1

Element x y z (Å)
C  -0.0567  -0.8766  0.3801
C  1.4618  -0.9170  0.1799
C  1.7519  -1.1475  -1.3292
C  -1.2973  1.2903  0.7397
H  0.1464  2.3789  -0.3019
H  -1.4749  2.5063  -1.0840
C  -0.7761  1.8660  -0.5535
O  -2.1813  1.7984  1.4152
H  -0.4441  1.0501  -1.2003
H  -0.8031  -0.0422  2.1471
N  -0.5260  0.2674  1.2290
H  -0.6494  -0.9701  -0.5343
H  1.3157  -0.2396  -1.8336
H  1.8299  -1.7532  0.7840
H  2.8683  -1.0211  -1.4479
H  1.9600  -0.0032  0.5250
H  -0.3988  -1.7563  0.9260
O  1.2833  -2.3217  -1.7709

Here are the natural (NBO) charges for atoms 1 to 4, given in e: C -0.224; C -0.454; C 0.006; C 0.684


Least stable: #2


#1
C5H10NO2 | ωB97M-V/def2-TZVPD

- Kohn-Sham gap (eV) = 8.174
- charge = -1

Element x y z (Å)
H  -0.4575  0.0277  1.3447
O  0.2319  -2.1061  -0.7266
H  -1.4344  -1.2396  -0.2708
N  -1.9855  -0.4380  0.0299
C  -1.3245  1.8196  0.6143
H  -2.0438  2.2004  -0.1069
H  -0.8696  3.3935  2.0724
H  2.2945  -1.6100  -2.4206
C  1.8682  -0.7913  -1.8330
O  1.7342  -1.0118  0.5373
H  0.4163  2.2511  1.7617
C  -1.2062  0.4939  0.7037
H  1.0943  -0.3470  -2.4565
H  0.0102  3.4826  0.5571
C  1.2241  -1.3577  -0.5468
C  -0.4068  2.7899  1.2878
H  -2.4970  -0.0309  -0.7403
H  2.6187  -0.0475  -1.5771

Here are the natural (NBO) charges for atoms 1 to 4, given in e: H 0.218; O -0.824; H 0.433; N -0.841


#2
C5H10NO2 | ωB97M-V/def2-TZVPD

- Kohn-Sham gap (eV) = 6.579
- charge = -1

Element x y z (Å)
H  -0.7965  1.3182  -1.6939
H  -1.2375  -0.6153  0.7424
H  0.9004  -0.6480  -1.4227
H  2.2837  0.0598  0.2929
H  -0.2576  1.8452  1.2464
C  0.5091  -0.7174  -0.4173
C  0.6433  -2.2914  -0.2581
H  -1.4298  -1.0079  -0.9983
H  1.2937  -0.7328  1.3724
C  -0.5999  2.1166  0.2427
C  -1.2211  1.1182  -0.7132
O  0.5101  -2.6404  1.0376
H  1.6230  -2.5635  -0.7263
N  1.3263  -0.0668  0.5887
H  -2.3074  1.2519  -0.7393
O  -0.4398  3.2633  -0.1344
H  -0.1988  -2.7060  -0.8748
C  -0.9670  -0.3309  -0.2739

Here are the natural (NBO) charges for atoms 1 to 4, given in e: H 0.220; H 0.229; H 0.156; H 0.345


Least stable: #2


#1
C5H15NO2 | ωB97M-V/def2-TZVPD

- Kohn-Sham gap (eV) = 10.000
- charge = 0

Element x y z (Å)
H  -2.0521  1.4147  1.3434
H  3.1110  -1.5804  -1.5707
H  -0.5269  -1.4948  -1.3958
H  2.5505  0.9467  0.4339
H  1.8827  0.0350  1.8242
H  2.4423  1.7659  1.8327
H  -1.9083  -0.1430  2.3447
C  0.6039  1.5080  0.9020
O  2.5765  -2.3761  -1.7637
H  0.0801  -0.6655  0.6945
C  -1.2226  -0.7139  -1.5083
C  -0.3978  0.3358  0.5350
H  -2.5786  -0.0078  0.5778
C  -1.7166  0.3311  1.3297
O  -2.3813  -1.3413  -0.9046
H  0.5123  2.1694  0.1170
N  -0.6439  0.4508  -0.9458
C  1.9347  0.9419  1.3268
H  2.2558  -2.2669  -2.5927
H  -2.2155  -2.2274  -0.7021
H  0.1444  1.9761  1.8512
H  -1.0005  1.3516  -1.1739
H  -1.4502  -0.4097  -2.5555

Here are the natural (NBO) charges for atoms 1 to 4, given in e: H 0.192; H 0.471; H 0.156; H 0.202


#2
C5H15NO2 | ωB97M-V/def2-TZVPD

- Kohn-Sham gap (eV) = 10.064
- charge = 0

Element x y z (Å)
C  0.7115  0.3750  2.7209
C  -0.4268  -0.5658  -0.8793
C  0.3759  0.0087  0.2987
H  -0.8883  2.5948  -3.2207
H  0.8569  -1.7997  -2.1149
H  -1.0872  0.8710  1.6103
H  1.8606  0.5192  -1.5553
C  -0.3407  0.0724  1.6328
N  -1.0262  -1.1871  1.8622
H  0.7131  1.0032  0.0203
H  1.4740  -0.4099  2.7531
H  -1.1872  -1.3633  2.8359
H  1.2982  -0.5588  0.4045
H  -0.1632  -0.7165  -3.0438
H  1.1359  1.3618  2.4992
H  -1.3857  -0.0403  -0.9275
O  1.4852  0.1345  -2.3512
C  0.4206  -0.8036  -2.1248
H  -0.5759  -1.9463  1.3837
H  -0.7478  -1.5637  -0.6067
H  0.2567  0.4037  3.7224
O  -1.5684  2.0305  -2.8489
H  -1.1912  1.5803  -2.0709

Here are the natural (NBO) charges for atoms 1 to 4, given in e: C -0.614; C -0.442; C -0.408; H 0.474


#3
C5H15NO2 | ωB97M-V/def2-TZVPD

- Kohn-Sham gap (eV) = 7.177
- charge = 0

Element x y z (Å)
H  -2.8031  0.6385  -0.6109
H  2.7451  -0.0653  -0.9882
H  -0.1887  0.5984  1.0594
H  -1.4843  -0.5812  -1.7540
C  0.7267  0.6825  0.5231
O  -2.1216  1.6853  0.5743
C  0.2560  0.4705  -0.9315
H  -1.3641  -2.6339  0.0177
C  -1.1736  -1.5363  0.1222
C  1.9292  -0.1702  0.9047
H  2.3163  -0.1055  1.9407
H  1.0564  1.7486  0.5868
H  3.3492  1.1303  -0.0981
N  3.0389  0.1471  -0.0320
H  1.7347  -1.1967  0.7385
H  -0.6328  1.1389  -0.9328
H  -0.1068  -1.5912  -1.7712
H  -0.3836  -1.5514  0.8972
H  -2.3180  0.0610  0.7612
C  -0.6310  -0.8583  -1.1473
H  0.9802  0.6769  -1.7447
O  -2.3726  -0.9558  0.6754
H  -2.5527  2.2679  1.2095

Here are the natural (NBO) charges for atoms 1 to 4, given in e: H 0.466; H 0.344; H 0.224; H 0.192


Least stable: #3